# C8H23N2O3Si

A structure of composition C8H23N2O3Si (ωB97M-V/def2-TZVPD, the OMol25 dataset).

Last column: Löwdin charge in e.
Geometry (Å):
Si (0.25299, 0.92257, -0.15681)  0.4053
O (0.56173, 0.03467, -1.49439)  -0.2462
O (2.34230, 1.81728, 0.20509)  -0.1593
O (-0.26043, 0.00571, 0.94337)  -0.2942
N (-1.85801, -2.15631, 1.21323)  0.1902
N (-0.78928, -3.89559, 0.20824)  -0.1619
C (-1.80833, -3.37336, 0.85259)  -0.1741
C (3.24779, 1.11849, 1.05893)  -0.0693
C (0.85827, 0.56587, -2.83265)  -0.0568
C (-1.55585, 4.64586, 0.72161)  -0.1051
C (-0.63479, -5.33141, -0.13332)  0.0175
C (0.05693, -2.95377, -0.48954)  -0.0503
C (-0.76334, 3.33372, 1.01011)  -0.3432
C (-0.25544, 2.74660, -0.25871)  -0.2861
H (-0.92875, -5.58569, -1.08571)  0.0746
H (1.60489, -0.14921, -3.13038)  0.0825
H (-2.50321, 4.42348, 0.10199)  0.1028
H (-1.54161, 2.62614, 1.39637)  0.1173
H (3.28778, 0.07706, 0.83401)  0.0872
H (-1.22508, -5.77303, 0.58368)  0.0638
H (0.04643, 3.50450, 1.66973)  0.0886
H (-1.86912, 5.09114, 1.73563)  0.1024
H (-1.21934, 2.73159, -1.12886)  0.1687
H (0.38213, -5.69490, 0.04596)  0.1140
H (-0.63886, -2.30022, -1.25366)  0.1547
H (-2.61175, -1.77864, 1.86368)  0.1843
H (1.22196, 1.53896, -2.78935)  0.0593
H (2.99843, 1.60010, 2.02149)  0.1099
H (0.33398, 3.43999, -0.90969)  0.0876
H (4.27597, 1.52183, 0.80241)  0.1108
H (-2.62258, -4.03028, 1.18784)  0.1702
H (2.28971, 2.69723, 0.57196)  0.0935
H (-1.10606, -1.48544, 0.94820)  0.0436
H (-0.94692, 5.26453, 0.16644)  0.0292
H (0.02423, 0.35422, -3.51725)  0.0986
H (0.83415, -3.43761, -1.10347)  0.1005
H (0.51907, -2.11610, 0.14125)  0.0897

Values from the calculation:
E	-943.114600	Ha
highest occupied orbital energy	-13.07	eV
ΔE to the lowest compared entry with this formula, charge and spin	75.0	kJ/mol
total charge	+1

# C3H3N3

A structure of composition C3H3N3 (ωB97M-V/def2-TZVPD, the OMol25 dataset).

Last column: Löwdin charge in e.
Geometry (Å):
N (-3.04231, -0.96050, -0.02660)  0.1450
N (0.67190, -0.57948, -0.54420)  -0.0204
N (0.14967, 0.72474, -0.20557)  -0.0407
C (1.93043, -0.61734, 0.06004)  -0.0079
C (-1.09761, 0.83676, -0.11256)  -0.2023
C (-2.15034, -0.17329, -0.05074)  -0.1801
H (2.49375, 0.32945, 0.86589)  0.1595
H (-1.55619, 1.88098, -0.09027)  0.1309
H (2.60070, -1.44132, 0.10400)  0.0160

Values from the calculation:
E	-280.234404	Ha
highest occupied orbital energy	-10.39	eV
ΔE to the lowest compared entry with this formula, charge and spin	384.3	kJ/mol

# C4H7INO

A cluster of 2 separate species, C4H7INO in total (ωB97M-V/def2-TZVPD, the OMol25 dataset).

Last column: Löwdin charge in e.
Geometry (Å):
I (0.35485, -1.78181, 3.88747)  0.9626
O (2.27300, -0.79985, 1.80617)  0.0259
N (-0.06251, 1.56741, -1.13758)  0.2017
C (-0.83368, -0.98348, -0.80302)  -0.0812
C (-0.60593, -0.38591, 0.54727)  -0.0747
C (0.19722, 0.10292, -0.58182)  -0.2516
C (1.18779, -1.08269, 2.14058)  -0.7480
H (-1.36827, 0.16356, 1.14404)  0.1114
H (0.03167, 2.31020, -0.46275)  0.1459
H (0.60183, 1.84238, -1.90905)  0.1806
H (-0.96910, 1.86224, -1.61632)  0.1953
H (-1.63987, -0.75334, -1.31757)  0.0511
H (1.29019, -0.09565, -0.51777)  0.1445
H (-0.45719, -1.96598, -1.17965)  0.1366

Values from the calculation:
E	-583.881941	Ha
highest occupied orbital energy (spin up / spin down)	-12.39 / -11.88	eV
ΔE to the lowest compared entry with this formula, charge and spin	362.0	kJ/mol
total charge	+1

# C26H26N7S2Sm

A structure of composition C26H26N7S2Sm (ωB97M-V/def2-TZVPD, the OMol25 dataset).

Last column: Löwdin spin population.
Geometry (Å):
Sm (-0.58737, -0.25504, -0.02220)  5.0650
S (-3.67769, -2.66261, 3.29358)  -0.0020
S (-2.34757, -0.20484, 2.10315)  -0.0181
N (-1.47180, -0.57437, -2.29556)  -0.0086
N (-2.37009, -1.99236, -0.21439)  -0.0074
N (-1.25889, 2.22089, 0.00316)  -0.0079
N (1.07180, 1.30490, 1.25009)  -0.0056
N (-2.96132, -2.56747, 0.87473)  0.0007
N (1.12245, -1.49128, 1.37670)  -0.0079
N (1.67787, -0.15811, -1.25830)  -0.0076
C (2.96637, -1.49708, 2.88530)  -0.0003
C (3.74680, 0.88648, -1.38484)  -0.0003
C (-2.84151, -2.03730, 4.76667)  -0.0003
C (0.44343, 2.53904, 1.79238)  0.0003
C (2.21267, -3.55476, 1.94489)  -0.0001
C (-0.62529, 3.09632, 0.82154)  0.0000
C (-2.73753, -1.90894, -3.83226)  -0.0002
C (-1.28274, -0.15218, -4.68176)  -0.0001
C (4.09337, 0.00464, -2.44535)  0.0006
C (-2.90294, -1.89213, 1.98100)  -0.0014
C (-2.28485, -1.11703, -4.83679)  0.0003
C (1.97513, -0.81380, 2.17532)  -0.0001
C (-2.32666, -1.59346, -2.52939)  0.0001
C (-2.19955, 2.77346, -0.83623)  -0.0001
C (-0.88333, 4.41549, 0.81454)  -0.0003
C (-2.62498, 4.07537, -0.84968)  -0.0002
C (3.09652, -2.87929, 2.72719)  0.0002
C (2.08123, 1.73359, 0.24305)  0.0000
C (1.24031, -2.81984, 1.23596)  0.0000
C (-2.00645, 4.96851, 0.00468)  0.0004
C (-2.86434, -2.25974, -1.35223)  0.0008
C (2.56075, 0.72208, -0.75142)  -0.0001
C (3.23080, -0.90591, -2.95035)  -0.0002
C (-0.92436, 0.07034, -3.34685)  -0.0001
C (1.79848, 0.63612, 2.40286)  0.0003
C (2.00364, -0.96391, -2.27644)  0.0003
H (3.79904, -3.48884, 3.26124)  0.0000
H (-0.37574, 5.06029, 1.53440)  0.0000
H (-3.43178, -2.66165, -3.97730)  0.0000
H (-3.34315, -1.12590, 5.13788)  -0.0001
H (-0.15951, 2.23930, 2.68457)  0.0001
H (2.27463, -4.65314, 1.76212)  0.0000
H (-3.05311, -2.83514, 5.46501)  0.0000
H (2.85375, 2.30254, 0.73542)  -0.0001
H (3.59456, -0.94938, 3.59692)  0.0000
H (1.14863, 3.27949, 2.11776)  0.0000
H (-2.23816, 5.98204, -0.02651)  0.0000
H (5.06034, 0.13454, -2.80693)  0.0000
H (0.55056, -3.21942, 0.47941)  0.0001
H (1.09620, 0.72378, 3.23473)  0.0000
H (-1.83246, -1.70942, 4.50439)  0.0000
H (-0.28888, 0.88456, -3.10123)  0.0001
H (1.26349, -1.60039, -2.68241)  0.0001
H (1.53728, 2.53268, -0.34309)  0.0001
H (-2.61521, 2.15654, -1.60498)  0.0001
H (2.75594, 1.12642, 2.66715)  0.0000
H (-0.91100, 0.37814, -5.50928)  0.0000
H (-2.62479, -1.32995, -5.86086)  0.0000
H (-3.33312, 4.37463, -1.57614)  0.0000
H (3.38202, -1.56534, -3.80689)  0.0000
H (4.42797, 1.77264, -1.26971)  0.0000
H (-3.67988, -2.95476, -1.44839)  -0.0002

Values from the calculation:
multiplicity	6
E	-2843.573722	Ha
highest occupied orbital energy (spin up / spin down)	-12.93 / -12.93	eV
ΔE to the lowest compared entry with this formula, charge and spin	79.3	kJ/mol
total charge	+2

Question: E of number 1 (C8H23N2O3Si)?
Answer: -943.114600 Ha

Question: What is the formula in the first record?
Answer: C8H23N2O3Si